Here is a structure of composition C43H33N7O2SV at a distorted geometry from the Open Molecules 2025 dataset. Energies are from ωB97M-V with the def2-TZVPD basis set.

As for the energy relative to the best compared isomer or geometry (same formula, charge and spin): 3.390 eV. The value obtained for the HOMO energy (alpha / beta) is -9.693 / -9.862 eV. For the orbital gap (alpha / beta), the calculation gives 6.7 / 6.7 eV. The value obtained for the total energy is -3534.1585 a.u. The maximum force comes out at 0.02293 hartree/bohr.

ORCA input file:
```
! wB97M-V def2-TZVPD RIJCOSX def2/J DEFGRID3
* xyz 1 3
V -0.6376 0.3533 0.0400
C -4.1130 -2.6491 0.6846
C -4.8124 -2.2881 -0.4484
C -4.5472 -1.0595 -1.0434
C -3.5691 -0.2641 -0.4807
N -2.8172 -0.6580 0.5569
C -3.1053 -1.8100 1.1421
C -3.3312 1.1488 -0.8527
C -4.2613 1.8975 -1.5561
C -4.0646 3.2597 -1.6855
C -2.9603 3.8368 -1.0868
C -2.0518 3.0202 -0.4317
N -2.2130 1.6949 -0.3436
C -0.8069 3.5381 0.1788
C -0.6148 4.8788 0.4755
C 0.5775 5.2645 1.0660
C 1.5327 4.2991 1.3310
C 1.2533 2.9845 1.0004
N 0.1110 2.6033 0.4440
H -4.3026 -3.5839 1.1911
H -5.5658 -2.9432 -0.8644
H -5.0927 -0.7411 -1.9205
H -2.4854 -2.0845 1.9856
H -5.1434 1.4243 -1.9605
H -4.7780 3.8690 -2.2238
H -2.7927 4.9012 -1.1521
H -1.3838 5.6085 0.2698
H 0.7533 6.3019 1.3162
H 2.4777 4.5505 1.7905
H 1.9664 2.1951 1.1814
C 3.9187 -1.1679 -2.7057
C 3.8598 -1.9917 -1.5950
C 3.0500 -1.6837 -0.5073
C 2.2730 -0.5239 -0.5154
C 2.3889 0.3313 -1.6168
C 3.1788 0.0081 -2.7039
N 1.3309 -0.0907 0.4499
N 1.5763 -0.6230 1.7941
C 0.5987 0.0878 2.6981
C 0.8951 0.1837 4.0472
C -0.0631 0.7563 4.8688
C -1.2730 1.1730 4.3236
C -1.5223 1.0323 2.9646
C -0.5775 0.4842 2.0900
H 4.5424 -1.4264 -3.5502
H 4.4461 -2.9012 -1.5641
H 3.0473 -2.3692 0.3263
H 1.8460 1.2673 -1.5982
H 3.2329 0.6887 -3.5445
H 1.8338 -0.1718 4.4509
H 0.1282 0.8625 5.9279
H -2.0290 1.6012 4.9701
H -2.4816 1.3560 2.5734
C 5.2681 -2.6234 4.0665
C 3.9983 -2.2997 3.3254
C 3.0047 -3.1916 3.2425
C 1.7406 -3.0626 2.5512
C 1.1610 -2.0641 1.8935
C 2.9593 -0.2781 2.1547
C 3.9244 -0.9625 2.7524
S -0.1646 -2.8748 -0.2382
O -1.2919 -3.7810 -0.0967
O -0.0498 -2.2163 1.3250
N -0.6601 -1.4517 -0.9170
C -0.9106 -1.5677 -2.2833
C -1.1411 -2.7331 -2.9867
C -1.3781 -2.7179 -4.3761
C -1.3967 -1.5548 -5.0885
C -1.1431 -0.3403 -4.4115
C -1.0790 0.9038 -5.0785
C -0.7641 2.0341 -4.3837
C -0.5335 1.9256 -3.0009
N -0.6167 0.7986 -2.3392
C -0.9017 -0.3472 -3.0221
H 5.4119 -3.6986 4.1505
H 5.2457 -2.2058 5.0758
H 6.1352 -2.1999 3.5595
H 3.1584 -4.1552 3.7131
H 1.1353 -3.9614 2.5201
H 3.1579 0.7230 1.8079
H 4.8348 -0.3791 2.8478
H -1.1782 -3.6861 -2.4791
H -1.5566 -3.6609 -4.8759
H -1.5899 -1.5433 -6.1528
H -1.2653 0.9378 -6.1452
H -0.6784 2.9961 -4.8687
H -0.2584 2.8063 -2.4294
*
```